C25H35CaCl3FLiN5O8PS as an isolated structure in a non-equilibrium geometry. Source: the Open Molecules 2025 dataset; level of theory: ωB97M-V/def2-TZVPD.

Results
HOMO-LUMO gap: 1.189 eV
M: 769.0 Da
max |F|: 0.22322 hartree/bohr

Last column: Mulliken charge in e.
Positions of all 81 atoms, in Å:
1 C -0.79091 2.45090 -0.19928  -0.771
2 S -0.92172 1.47942 -1.77555  1.237
3 O -1.20329 2.47431 -2.90032  -0.605
4 O 0.49244 0.91465 -2.06060  -0.579
5 N -2.03885 0.12038 -1.72712  -0.201
6 C -2.63539 -0.17880 -0.37363  -0.844
7 C -4.03423 0.56625 -0.06439  -0.251
8 N -4.34692 1.73412 -0.95326  0.451
9 P -6.10971 2.02681 -0.72661  0.424
10 O -6.47776 2.38381 0.73080  -0.580
11 O -6.62402 3.34981 -1.73990  -0.488
12 O -7.08839 0.68558 -1.18293  -0.477
13 C -4.18479 1.42644 -2.41403  -0.625
14 C -3.14180 0.23761 -2.74666  -0.061
15 F -3.85265 -1.05013 -2.75723  -0.277
16 H -1.67462 3.15367 0.02103  0.382
17 H 0.17218 3.10868 -0.28611  0.409
18 H -0.58106 1.73581 0.70861  0.124
19 H -1.47849 -0.73194 -1.99515  0.563
20 H -1.89123 -0.02603 0.51333  0.156
21 H -2.86173 -1.32580 -0.36606  0.410
22 H -4.87575 -0.23693 -0.17102  0.247
23 H -4.12974 0.95965 1.03096  0.250
24 H -5.82729 3.70036 -2.22768  0.329
25 H -7.01090 -0.06114 -0.51909  0.361
26 H -5.20184 1.11527 -2.90462  0.360
27 H -3.83040 2.35107 -3.03676  0.347
28 H -2.70527 0.42787 -3.81260  0.380
29 N 0.61902 0.95592 2.89351  -0.228
30 C 0.40518 1.35351 4.16158  -0.476
31 C 1.01010 0.77385 5.26604  -0.316
32 C 1.88632 -0.28311 5.05346  -0.266
33 C 2.12427 -0.71533 3.75478  -0.704
34 C 1.47305 -0.06755 2.71783  -0.174
35 H -0.29086 2.18130 4.27479  0.291
36 H 0.79601 1.14655 6.27524  0.666
37 H 2.37969 -0.76520 5.89265  0.225
38 H 2.80098 -1.53634 3.55401  0.312
39 H 1.62938 -0.36688 1.68595  0.550
40 C -5.62522 2.95000 4.77263  -0.721
41 C -5.31635 1.58581 4.21742  0.413
42 N -5.07080 0.49743 3.77739  -0.493
43 H -4.92337 3.19312 5.57304  0.275
44 H -5.54015 3.69991 3.98322  0.280
45 H -6.64114 2.96707 5.17218  0.271
46 Cl 3.39411 -0.79872 8.18459  -0.768
47 C 3.09389 1.93269 -5.17531  -0.601
48 C 1.72326 1.74898 -5.01387  0.112
49 C 0.89624 1.65951 -6.13052  -0.320
50 C 1.44151 1.74341 -7.40936  -0.397
51 C 2.81254 1.92309 -7.57042  -0.430
52 C 3.63846 2.02218 -6.45391  -0.364
53 H 3.73816 2.00608 -4.30481  0.395
54 H 1.29702 1.67580 -4.01749  0.268
55 H -0.17362 1.52344 -6.00452  0.302
56 H 0.79733 1.66870 -8.28000  0.352
57 H 3.23779 1.98694 -8.56744  0.353
58 H 4.70640 2.16782 -6.57982  0.367
59 Li -5.23254 -1.64121 -3.69305  0.566
60 Cl 2.37602 1.76478 7.59247  -0.540
61 C 4.04906 -7.15237 0.79616  -0.388
62 C 3.07239 -6.34308 0.22090  -0.459
63 C 3.05367 -4.97666 0.48664  -0.285
64 C 4.02301 -4.42922 1.32852  0.230
65 C 4.99897 -5.23676 1.91332  -0.372
66 C 5.00767 -6.60271 1.64366  -0.514
67 N 4.02359 -2.98827 1.59161  0.968
68 O 3.13798 -2.30946 1.07434  -0.560
69 O 4.90914 -2.53967 2.30825  -0.542
70 H 4.06378 -8.21772 0.58181  0.361
71 H 2.32668 -6.77792 -0.43806  0.345
72 H 2.28700 -4.35780 0.03153  0.402
73 H 5.75419 -4.82114 2.57321  0.425
74 H 5.76471 -7.23932 2.09131  0.363
75 Ca 1.04989 3.57144 7.63343  1.395
76 C 6.75244 -1.25192 0.17275  -0.081
77 O 7.72210 -1.72485 -0.59985  -0.683
78 H 6.03364 -0.54613 -0.29069  0.153
79 H 6.05823 -1.98793 0.61980  -0.141
80 H 7.05391 -0.68037 1.07200  0.209
81 Cl -5.75066 4.86652 -0.47697  -0.697